# 1
A 2-piece molecular cluster, CH5ClN2O overall at a distorted geometry, computed with the ωB97M-V functional and the def2-TZVPD basis.

Its relative energy (zero: lowest compared OMol25 entry of this formula, charge and spin) is 0.000 eV. Its SMILES is NC=O.NCl. Its molar mass is 96.5 g/mol. The frontier orbital gap comes out at 10.414 eV.

Structure (XYZ):
```
10
Properties=species:S:1:pos:R:3:mulliken_charge:R:1
C -1.7670 -0.3389 0.1582 0.127
N -1.0770 0.1180 -0.8405 -0.287
N 2.1844 0.0593 0.9072 -0.457
O -1.8748 -1.4764 0.3409 -0.509
Cl 2.6555 -0.6143 -0.6437 -0.090
H -0.8371 -0.5108 -1.5286 0.191
H -2.1455 0.5567 0.7460 0.272
H -0.7975 1.0796 -0.9850 0.206
H 2.4195 1.1227 0.8364 0.294
H 1.2396 0.0041 1.0090 0.254
```


# 2
The molecule C21H22N2O6S at a distorted geometry, computed with the ωB97M-V functional and the def2-TZVPD basis.

Its relative energy (zero: lowest compared OMol25 entry of this formula, charge and spin) is 2.330 eV. Its SMILES is COC(=O)CCN(c1ccccc1)S(=O)(=O)c1cc(-c2cc(C)no2)ccc1OC. Its molar mass is 430.5 g/mol. The frontier orbital gap comes out at 8.791 eV.

Structure (XYZ):
```
52
Properties=species:S:1:pos:R:3:mulliken_charge:R:1
C -5.1094 -2.0911 -0.8066 -0.545
H -5.1238 -2.9139 -1.5241 0.314
H -4.8332 -1.1707 -1.3244 0.176
H -6.0778 -1.9806 -0.3261 0.220
O -4.1770 -2.3610 0.2316 -0.309
C -2.9579 -2.7478 -0.1470 0.773
O -2.6323 -2.9128 -1.2938 -0.604
C -2.0517 -2.9585 1.0457 -1.001
H -1.6274 -3.9612 0.9819 0.412
H -2.6285 -2.8523 1.9627 0.296
C -0.9024 -1.9409 1.0315 -0.366
N -1.3879 -0.6214 1.3616 0.136
C -2.1916 0.0924 0.4528 -0.302
C -3.2303 0.8636 0.9652 -0.095
C -4.0313 1.6015 0.1146 -0.987
C -3.8151 1.5713 -1.2538 -0.549
C -2.7827 0.8036 -1.7659 -1.105
C -1.9674 0.0718 -0.9206 0.575
H -1.1629 -0.5145 -1.3379 0.439
H -2.6046 0.7738 -2.8312 0.382
H -4.4472 2.1416 -1.9188 0.419
H -4.8352 2.1976 0.5205 0.444
H -3.3812 0.8852 2.0311 0.526
S -0.3862 0.3028 2.3395 1.300
O 0.2653 -0.6030 3.2387 -0.720
O -1.1321 1.3820 2.8994 -0.683
C 0.8454 0.8931 1.1696 0.150
C 2.0320 0.2053 1.0891 -0.553
C 2.9974 0.5663 0.1465 0.452
C 2.7234 1.6369 -0.7040 -1.102
C 1.5294 2.3257 -0.6238 -0.821
C 0.5597 1.9615 0.3139 0.988
O -0.6367 2.5546 0.4605 -0.251
C -0.9662 3.6573 -0.3542 -1.208
H -0.2644 4.4844 -0.2129 0.443
H -1.9591 3.9628 -0.0312 0.257
H -1.0009 3.3748 -1.4109 0.432
H 1.3518 3.1469 -1.2994 0.459
H 3.4519 1.9340 -1.4420 0.352
C 4.2453 -0.1637 0.0609 0.330
C 5.3779 0.0218 -0.6942 -0.644
C 6.2320 -1.0391 -0.3041 0.524
N 5.6430 -1.7790 0.5994 -0.691
O 4.4213 -1.2524 0.8342 -0.115
C 7.5988 -1.3363 -0.7972 -1.081
H 7.9814 -2.2195 -0.2950 0.337
H 7.5800 -1.5105 -1.8718 0.278
H 8.2593 -0.4934 -0.6005 0.278
H 5.5850 0.7880 -1.4106 0.435
H 2.2076 -0.6064 1.7769 0.751
H -0.1875 -2.1932 1.8153 0.651
H -0.3962 -1.9775 0.0590 0.205
```


# 3
The molecule C4H7NO2, computed with the ωB97M-V functional and the def2-TZVPD basis.

Its relative energy (zero: lowest compared OMol25 entry of this formula, charge and spin) is 2.037 eV. Its SMILES is C[C@@]1(O)CN1C=O. Its molar mass is 101.1 g/mol. The frontier orbital gap comes out at 10.945 eV.

Structure (XYZ):
```
14
Properties=species:S:1:pos:R:3:mulliken_charge:R:1
O -0.6524 -0.9717 1.6433 -0.553
C -0.0780 -0.2112 0.6398 1.016
C 1.3219 -0.6892 0.3494 -1.357
O 0.3189 0.4865 -2.2448 -0.468
C -0.7042 0.0980 -1.7397 0.051
N -1.0669 0.2061 -0.3783 -0.468
C -0.3850 1.2161 0.4612 -0.528
H -1.6084 -0.8717 1.5334 0.346
H 1.8550 -0.6182 1.3025 0.370
H 1.8228 -0.0585 -0.3887 0.354
H 1.3405 -1.7326 0.0199 0.322
H -1.4862 -0.4091 -2.3267 0.390
H 0.3642 1.8331 -0.0331 0.289
H -1.0424 1.7223 1.1618 0.237
```


# 4
A 21-piece molecular cluster, C6H52NO22P overall at a distorted geometry, computed with the ωB97M-V functional and the def2-TZVPD basis.

Its relative energy (zero: lowest compared OMol25 entry of this formula, charge and spin) is 0.237 eV. Its molar mass is 521.4 g/mol. The frontier orbital gap comes out at 7.898 eV.

Structure (XYZ):
```
82
Properties=species:S:1:pos:R:3:mulliken_charge:R:1
C -2.5994 1.1175 3.8433 -1.102
C -2.0577 -0.0387 3.0588 0.839
O -2.3793 -0.3293 1.9242 -0.558
O -1.1745 -0.7598 3.7739 -0.379
C -0.4583 -1.7620 3.0305 -0.404
C 0.5815 -1.1467 2.0881 -0.284
P 0.5784 -2.0166 0.4516 -0.025
C 0.7203 -0.6971 -0.8378 0.722
C -0.1789 -0.9143 -2.0043 -1.060
N -1.4440 -0.7429 -1.9181 -0.323
H -1.8152 1.5625 4.4557 0.325
H -3.3724 0.7369 4.5168 0.231
H -3.0280 1.8529 3.1649 0.326
H -1.1708 -2.3945 2.4972 0.179
H 0.0298 -2.3911 3.7751 0.241
H 0.4030 -0.0789 1.9438 0.243
H 1.5733 -1.3092 2.5122 0.497
H -0.7540 -2.4041 0.3010 -0.116
H 1.7676 -0.6255 -1.1289 0.554
H 0.4299 0.2456 -0.3763 -0.479
H 0.2754 -1.2249 -2.9527 0.308
H -1.8855 -0.8964 -2.8247 0.254
O 0.3014 2.1381 -3.2731 -0.636
H -0.1215 1.4046 -2.8126 0.368
H -0.4252 2.6618 -3.6229 0.255
O 2.4070 -3.8245 2.5891 -0.574
H 3.0262 -4.4690 2.9455 0.304
H 1.9830 -4.2617 1.8419 0.263
O -4.4251 1.1259 6.6052 -0.628
H -5.2246 1.0759 7.1360 0.300
H -3.7964 0.5469 7.0517 0.332
O 3.6384 -5.1374 5.1252 -0.675
H 3.7864 -5.1799 6.0749 0.307
H 3.1428 -4.3163 5.0052 0.316
O -2.2127 -0.6690 8.2471 -0.635
H -1.4398 -0.6178 7.6755 0.313
H -1.8667 -0.5993 9.1414 0.316
O 2.6803 3.5627 -3.9936 -0.652
H 3.2408 3.0732 -4.6069 0.358
H 2.0733 2.8828 -3.6632 0.364
O 2.3741 1.3740 0.6218 -0.554
H 2.1944 2.2524 0.2698 0.262
H 2.2627 1.4838 1.5705 0.274
O -0.4263 -4.2603 -1.5311 -0.592
H -0.8840 -4.8985 -0.9749 0.292
H -1.1423 -3.7362 -1.9035 0.296
O 5.0473 -2.7293 4.8700 -0.614
H 5.8883 -2.3341 4.6252 0.293
H 5.0928 -3.6450 4.5673 0.349
O -3.0652 1.9909 -1.8296 -0.540
H -2.7669 1.0893 -2.0182 0.209
H -3.7350 1.8771 -1.1468 0.323
O -2.7504 -3.8521 0.3083 -0.574
H -3.5816 -3.8431 -0.1762 0.285
H -2.7400 -3.0058 0.7749 0.305
O 4.4222 1.0983 -4.2625 -0.626
H 5.2187 1.1865 -4.7934 0.297
H 4.7238 1.2940 -3.3689 0.315
O 5.5641 3.5756 -3.2163 -0.630
H 4.7099 4.0178 -3.1247 0.317
H 5.9019 3.9138 -4.0538 0.318
O -0.6620 2.2697 0.1349 -0.471
H -1.0586 1.5596 0.6541 0.210
H -1.4186 2.7302 -0.2471 0.264
O -4.0654 -0.9320 -3.7072 -0.635
H -4.4811 -1.6833 -3.2666 0.295
H -4.8107 -0.4332 -4.0577 0.299
O -3.9709 4.7622 -2.0747 -0.629
H -3.1925 5.3092 -2.2089 0.306
H -3.7195 3.8888 -2.4015 0.330
O 3.7191 4.0482 0.5425 -0.623
H 3.5058 4.2639 -0.3715 0.311
H 4.6405 3.7731 0.5136 0.312
O -2.9245 -2.3581 -5.9294 -0.709
H -3.6181 -2.2784 -6.5919 0.300
H -3.1360 -1.6764 -5.2720 0.402
O 6.3035 6.0960 -4.4267 -0.649
H 6.3306 6.0459 -3.4653 0.332
H 5.7415 6.8507 -4.6246 0.316
O -5.4930 -3.3114 -4.6964 -0.604
H -6.1494 -3.6838 -5.2901 0.287
H -4.6583 -3.2703 -5.1820 0.366
```


# 5
C4H4N2O2 as an isolated structure at a distorted geometry, computed with the ωB97M-V functional and the def2-TZVPD basis.

Its relative energy (zero: lowest compared OMol25 entry of this formula, charge and spin) is 3.918 eV. Its molar mass is 112.1 g/mol. The frontier orbital gap comes out at 10.669 eV.

Structure (XYZ):
```
12
Properties=species:S:1:pos:R:3:mulliken_charge:R:1
C -0.1756 -0.9497 0.1835 -0.585
C 0.8330 -0.0183 0.7518 0.220
C 2.1236 0.1451 -0.0567 0.098
C -0.1397 1.0850 0.0676 0.257
H -2.6070 0.0167 -1.3370 0.351
H -0.6917 -1.5593 0.9282 0.297
H 0.2538 -1.6468 -0.6170 0.283
H 0.9427 0.1620 1.8370 0.351
N -0.8411 0.0943 -0.5220 0.132
N 2.9173 0.3650 -0.9012 -0.450
O -2.2681 0.0356 -0.4177 -0.413
O -0.3473 2.2705 0.0835 -0.540
```